{
  "formula": "C5H10O",
  "method": "ωB97M-V with the def2-TZVPD basis set",
  "elements": ["C", "C", "C", "C", "O", "C", "H", "H", "H", "H", "H", "H", "H", "H", "H", "H"],
  "xyz": [[1.975396, -0.088852, 0.092636], [1.087126, 0.819330, 0.896665], [-1.197328, -0.109182, -1.569540], [-1.937341, -0.680943, -0.393088], [-1.623521, -1.691512, 0.190189], [0.172929, 0.395258, 1.765174], [2.125492, 0.291789, -0.924426], [2.967674, -0.168699, 0.554206], [1.550386, -1.096549, 0.028462], [1.231793, 1.891503, 0.757071], [-0.952434, 0.941402, -1.376464], [-0.283580, -0.678309, -1.753337], [-1.840371, -0.142294, -2.457380], [-2.834288, -0.104509, -0.077305], [-0.436174, 1.087173, 2.341626], [-0.005763, -0.665604, 1.925508]],
  "forces_ev_per_a": [[0.0007, -0.0597, -0.0221], [-0.1055, -0.0269, 0.1533], [0.1003, -0.0854, -0.0031], [0.0703, -0.2316, 0.0721], [-0.1777, 0.3925, -0.3081], [0.1194, 0.0614, -0.0742], [-0.0453, -0.0559, 0.1480], [-0.1293, 0.0395, -0.0853], [0.0791, 0.1446, 0.0487], [-0.0128, -0.1371, 0.0527], [-0.0606, -0.1424, -0.0063], [-0.1364, 0.0797, -0.0022], [0.0451, 0.0121, 0.1315], [0.0887, -0.0995, 0.0169], [0.1230, -0.0541, -0.0895], [0.0410, 0.1630, -0.0323]],
  "nbo_charge": [-0.659, -0.182, -0.726, 0.453, -0.531, -0.410, 0.211, 0.223, 0.221, 0.192, 0.236, 0.231, 0.235, 0.103, 0.198, 0.206],
  "e_lumo_ev": 1.09,
  "smiles": "C=CC.CC=O",
  "total_energy_ev": -7393.4773,
  "total_charge": 0,
  "largest_force_ev_per_a": 0.53
}


{
  "formula": "C36H90N6",
  "method": "ωB97M-V with the def2-TZVPD basis set",
  "elements": ["C", "C", "N", "C", "C", "C", "C", "H", "H", "H", "H", "H", "H", "H", "H", "H", "H", "H", "H", "H", "H", "H", "C", "C", "N", "C", "C", "C", "C", "H", "H", "H", "H", "H", "H", "H", "H", "H", "H", "H", "H", "H", "H", "H", "C", "C", "N", "C", "C", "C", "C", "H", "H", "H", "H", "H", "H", "H", "H", "H", "H", "H", "H", "H", "H", "H", "C", "C", "N", "C", "C", "C", "C", "H", "H", "H", "H", "H", "H", "H", "H", "H", "H", "H", "H", "H", "H", "H", "C", "C", "N", "C", "C", "C", "C", "H", "H", "H", "H", "H", "H", "H", "H", "H", "H", "H", "H", "H", "H", "H", "C", "C", "N", "C", "C", "C", "C", "H", "H", "H", "H", "H", "H", "H", "H", "H", "H", "H", "H", "H", "H", "H"],
  "xyz": [[2.896767, -4.414387, -4.629089], [1.905353, -4.986860, -5.585027], [1.277795, -3.888537, -6.402657], [0.866871, -4.313908, -7.778754], [2.019294, -4.362110, -8.717195], [0.220918, -3.321379, -5.617809], [-0.466097, -2.054383, -6.388483], [2.559106, -4.365201, -3.593879], [3.359714, -3.451484, -4.844964], [3.736486, -5.100667, -4.519534], [2.377209, -5.644062, -6.315461], [1.180678, -5.507330, -4.958866], [0.570326, -5.345904, -7.591301], [0.116315, -3.678518, -8.248906], [2.755717, -5.158957, -8.613213], [1.577345, -4.479487, -9.706643], [2.432833, -3.354307, -8.679362], [0.518175, -3.028726, -4.610790], [-0.549067, -4.091864, -5.578029], [-1.270702, -2.386996, -7.044282], [0.257395, -1.423031, -6.904282], [-1.055810, -1.461815, -5.689063], [4.747922, -1.591775, 8.354368], [3.596724, -1.641148, 7.393576], [3.969068, -2.503717, 6.277371], [4.277480, -3.940976, 6.717535], [3.038780, -4.603265, 7.385781], [3.016855, -2.211007, 5.200628], [2.911684, -3.190454, 4.069631], [4.522026, -0.764654, 9.027376], [5.725861, -1.505096, 7.880860], [4.732137, -2.392711, 9.093528], [2.613054, -1.875013, 7.800768], [3.379222, -0.614560, 7.098770], [4.577248, -4.560180, 5.872064], [5.075616, -3.921388, 7.459619], [3.072010, -5.663610, 7.636103], [2.730938, -4.093323, 8.298619], [2.257839, -4.606687, 6.625369], [3.203885, -1.227253, 4.770100], [2.039072, -2.367036, 5.656366], [3.837773, -3.284010, 3.502449], [2.266224, -2.744055, 3.313189], [2.541476, -4.161133, 4.399542], [3.016419, 3.770765, 1.478473], [3.520194, 3.468749, 2.999071], [2.434597, 3.536112, 4.032243], [2.669267, 2.958133, 5.388409], [1.709340, 1.791800, 5.631270], [1.977479, 4.907997, 4.250673], [3.056061, 5.949914, 4.665994], [2.262223, 3.026815, 1.221933], [3.785495, 3.691438, 0.710135], [2.496355, 4.720286, 1.351803], [4.050146, 2.522529, 2.889904], [4.406500, 4.065548, 3.214466], [3.685439, 2.569179, 5.453223], [2.504583, 3.705283, 6.164781], [1.664416, 1.562235, 6.695876], [0.712122, 2.134291, 5.354943], [1.777546, 0.988272, 4.897936], [1.253929, 4.826764, 5.061827], [1.488382, 5.307667, 3.362329], [2.663702, 6.965085, 4.725894], [3.909333, 6.025566, 3.991976], [3.431602, 5.691085, 5.655993], [-2.652299, 2.883645, -2.947905], [-1.766594, 4.117597, -2.847343], [-1.291737, 4.304811, -1.528564], [-0.973315, 5.705810, -1.171891], [-0.563779, 6.021478, 0.241159], [-0.219507, 3.380524, -1.030296], [0.934222, 3.050118, -2.023203], [-2.004190, 2.018024, -3.084884], [-3.269134, 2.893202, -3.846529], [-3.096492, 2.795301, -1.956446], [-1.022444, 4.104656, -3.643689], [-2.471887, 4.948087, -2.816658], [-1.812750, 6.336651, -1.464295], [-0.127729, 6.061013, -1.760894], [-0.784923, 5.340032, 1.062627], [-0.859615, 6.991497, 0.640734], [0.522693, 6.090952, 0.294649], [0.150361, 3.570984, -0.022820], [-0.657424, 2.385299, -0.953639], [1.623615, 2.292810, -1.649946], [0.512329, 2.545534, -2.892408], [1.383747, 4.016830, -2.250093], [-6.845346, 0.562506, -0.073197], [-7.199175, 0.948950, -1.518226], [-7.131416, -0.221657, -2.476194], [-5.837088, -0.809099, -2.710057], [-4.789625, 0.139842, -3.170719], [-8.183511, -1.132044, -2.145227], [-8.410494, -2.335808, -3.130658], [-6.932698, 1.284386, 0.738809], [-5.828979, 0.197937, -0.222120], [-7.414169, -0.317321, 0.227558], [-8.172407, 1.413704, -1.676078], [-6.579727, 1.749117, -1.923347], [-5.621494, -1.331204, -1.777835], [-5.855009, -1.640921, -3.414219], [-3.875741, -0.444209, -3.279288], [-5.040267, 0.574704, -4.138283], [-4.580206, 0.903875, -2.422062], [-9.178945, -0.691043, -2.092992], [-8.080722, -1.558195, -1.147263], [-8.408331, -1.909527, -4.133839], [-9.400417, -2.734875, -2.909518], [-7.742909, -3.179523, -2.955801], [1.325647, -0.378725, 1.777036], [0.261645, -0.152003, 0.755363], [0.105894, -1.094308, -0.412548], [1.285728, -1.623095, -1.108104], [2.028112, -0.576518, -2.025256], [-1.028912, -0.823715, -1.291739], [-2.374193, -1.006096, -0.574265], [1.312519, -1.398477, 2.161771], [1.278516, 0.310987, 2.619762], [2.344920, -0.352300, 1.391696], [-0.666807, -0.427626, 1.255464], [0.254458, 0.915322, 0.534285], [2.049219, -2.127887, -0.516186], [0.833862, -2.418112, -1.701292], [2.653343, -0.838099, -2.878919], [1.355982, 0.065973, -2.594072], [2.649664, -0.006310, -1.334875], [-0.903892, -1.387525, -2.216187], [-0.924282, 0.192241, -1.672522], [-2.681504, -0.116011, -0.025245], [-2.341250, -1.813478, 0.157275], [-3.157784, -1.171238, -1.313726]],
  "forces_ev_per_a": [[1.6798, -0.1923, 1.4214], [-0.4095, 1.5040, -1.5871], [0.9822, 0.1460, 0.1944], [0.5652, -1.2778, 2.1911], [0.0627, 0.7873, -1.0352], [-1.7908, 1.7619, -2.0922], [0.0150, -1.3479, 1.3975], [-0.5121, 0.2315, -0.0297], [-0.3913, 0.0231, -0.5091], [0.2161, -0.1634, -0.1765], [0.0064, -0.2461, 0.2918], [-0.4855, -0.4598, -0.4693], [-1.1388, -0.2148, -0.6577], [-0.2035, -0.1645, 0.6617], [0.0246, 0.2299, 0.4343], [0.2005, -0.0940, -0.2679], [0.6802, -0.1905, -0.1931], [0.2941, -0.0918, -0.1415], [-0.6464, -0.0561, 0.6673], [0.4360, -0.2347, -0.4716], [-0.0143, -0.1492, 0.0432], [0.4236, 0.2381, 0.3820], [-0.8307, 0.3422, 1.9153], [0.7898, -0.1964, -0.5724], [0.6986, -0.3573, -0.1903], [-1.6731, 0.7917, 0.2617], [-0.0876, -0.0372, -0.6926], [-0.2563, -1.8851, 0.5075], [0.8315, 0.0336, -1.0013], [0.5638, 0.5380, -0.0727], [-0.2416, 0.0935, -0.0041], [0.2772, -0.5629, -0.3615], [-0.0909, -0.6957, 0.6766], [0.4736, 0.0768, -0.8990], [0.1348, 0.3860, -0.1206], [0.1931, 0.2438, -0.3802], [0.8333, -0.0825, 0.0569], [-0.1419, 0.1654, -0.2107], [-0.4728, 0.4226, 0.2477], [-0.1725, 0.1946, 0.5445], [-0.7057, 1.1927, 0.0854], [0.3601, -0.4017, 0.2628], [-0.4876, -0.3042, 0.2330], [0.0452, 0.0004, -0.2587], [-0.4388, -0.4147, 1.7545], [-0.1690, 0.1766, -1.4949], [0.9000, 0.4119, -0.3714], [0.2899, -1.2901, -1.2578], [-0.9748, 1.0477, -0.4746], [0.4176, 0.8406, -0.3973], [-0.0903, -0.3640, 0.2438], [-0.0290, -0.2263, 0.1073], [0.3295, 0.0648, 0.3960], [0.2660, 0.2246, 0.2292], [-0.8649, -0.7476, 0.5561], [-0.2112, 0.8718, 0.2165], [0.2562, 0.2327, 0.1781], [0.2579, 0.0082, -0.0634], [0.2236, -0.7155, -0.1787], [-0.2873, 0.4387, 0.3146], [0.8404, -0.4301, 0.5466], [-0.2838, 0.3146, -0.2402], [-0.2431, -0.2338, -0.0770], [-0.3472, -0.0895, 0.0472], [-0.0869, -0.2817, -0.1188], [0.2012, 0.0817, 0.0481], [1.4383, -0.4339, 0.0262], [-1.5411, 0.2453, 0.2154], [2.5746, -0.0697, 3.3785], [-0.2176, -0.1192, -0.9564], [1.0605, 0.0118, 1.5562], [-0.5332, -1.8570, -1.3076], [-0.7716, 0.8800, 0.4593], [0.0150, -0.3548, 0.1301], [-0.4802, 0.1894, 0.4358], [-0.7753, -0.1757, -0.4134], [0.1106, 0.5744, -0.2181], [0.0912, 0.3861, -1.4729], [-0.2111, -0.1575, -0.0253], [0.1292, 0.1573, -0.5472], [-0.5731, -0.4390, -0.3825], [-0.4808, 0.1575, -0.5442], [0.2333, -0.1321, -0.0713], [-0.1763, 0.6622, -0.2076], [-0.6732, -0.0080, 0.4282], [0.2105, 0.4665, 0.4714], [-0.0524, 0.4752, -0.3588], [0.6402, -0.3797, -0.5427], [0.2005, -0.7017, -0.9185], [-0.1308, -0.0876, -1.0488], [-1.3790, 1.9499, -0.2367], [-0.7258, -0.9685, 0.9280], [0.6874, 0.0507, 0.3224], [-0.7697, -2.0919, -0.4176], [0.0163, 0.9897, 0.9538], [0.1631, 0.3000, -0.4560], [0.3392, 0.1457, 0.8650], [-0.1297, 0.1192, 0.0616], [-0.4172, -0.4608, 0.3844], [0.5969, -0.1807, 0.2642], [1.1096, -0.1222, 0.4260], [-0.6880, 0.1357, -0.3353], [0.1882, 0.1546, -0.1859], [-0.0543, 0.1498, 0.1203], [-0.0185, 0.1790, -0.2246], [0.2595, 0.9024, -0.1838], [0.3150, -0.3304, 0.3713], [0.1911, -0.5045, -0.1803], [-0.1315, 0.0850, -0.1441], [0.3638, 0.2614, -0.4369], [1.4334, -1.3666, -0.0385], [-1.6547, -1.0238, -0.6624], [1.9295, -0.1819, 1.0129], [-0.3846, 0.5125, -1.7626], [-0.3490, 0.1092, 0.3252], [0.6470, 0.7007, 0.7126], [0.0362, 0.2486, -0.4058], [-0.5127, -0.0452, 0.1993], [-0.2563, 0.0951, -0.1744], [0.1541, 0.5417, -0.3196], [-0.2462, 0.8827, 0.3949], [-0.1598, 0.1586, -0.6262], [-0.3325, 0.2642, 0.6700], [0.3256, -0.1602, -0.3396], [0.4018, -1.1882, 0.4263], [-0.5447, 0.3393, 0.6914], [-0.0207, 0.4983, -0.2637], [-0.2497, -0.6510, 0.2871], [-0.3878, 0.5854, -0.0180], [0.1846, 0.1644, -0.0026], [0.0413, -0.2180, -0.2613], [-0.0486, -0.2371, 0.1289]],
  "lowdin_charge": [-0.111, -0.242, -0.207, -0.261, -0.105, -0.237, -0.067, 0.062, 0.079, 0.067, 0.106, 0.110, 0.111, 0.108, 0.072, 0.072, 0.080, 0.098, 0.102, 0.051, 0.068, 0.045, -0.103, -0.303, -0.170, -0.185, -0.089, -0.277, -0.098, 0.070, 0.088, 0.065, 0.108, 0.099, 0.102, 0.090, 0.066, 0.063, 0.055, 0.113, 0.108, 0.080, 0.044, 0.070, -0.058, -0.203, -0.166, -0.248, -0.090, -0.257, -0.080, 0.041, 0.065, 0.041, 0.097, 0.084, 0.110, 0.099, 0.070, 0.067, 0.048, 0.108, 0.094, 0.068, 0.059, 0.062, -0.090, -0.293, -0.186, -0.246, -0.107, -0.216, -0.074, 0.053, 0.077, 0.082, 0.115, 0.114, 0.108, 0.107, 0.073, 0.072, 0.057, 0.088, 0.071, 0.050, 0.057, 0.071, -0.069, -0.218, -0.185, -0.292, -0.096, -0.286, -0.083, 0.074, 0.057, 0.056, 0.105, 0.097, 0.106, 0.114, 0.067, 0.090, 0.051, 0.112, 0.092, 0.074, 0.062, 0.062, -0.093, -0.219, -0.178, -0.225, -0.074, -0.247, -0.069, 0.053, 0.068, 0.071, 0.104, 0.094, 0.103, 0.090, 0.059, 0.046, 0.057, 0.108, 0.084, 0.069, 0.080, 0.040],
  "e_lumo_ev": 0.75,
  "smiles": "CCN(CC)CC.CCN(CC)CC.CCN(CC)CC.CCN(CC)CC.CCN(CC)CC.CCN(CC)CC",
  "total_energy_ev": -47725.9000,
  "total_charge": 0,
  "largest_force_ev_per_a": 4.25
}


{
  "formula": "C8H14N4",
  "method": "ωB97M-V with the def2-TZVPD basis set",
  "elements": ["C", "C", "C", "C", "C", "C", "C", "C", "H", "H", "H", "H", "H", "H", "H", "H", "H", "H", "H", "H", "H", "H", "N", "N", "N", "N"],
  "xyz": [[-0.961254, -1.250530, -3.271821], [0.189499, -0.234158, -3.054901], [0.974138, -0.611011, -1.820725], [2.029316, -1.663809, -2.059600], [0.813184, -0.054573, -0.635643], [0.169803, 0.671614, 2.502869], [-1.422916, -0.129600, 3.637430], [-1.957613, 0.668806, 2.585554], [-1.485350, -0.941662, -4.178042], [-1.689205, -1.207632, -2.440426], [-0.596002, -2.272860, -3.408791], [0.868856, -0.367511, -3.929788], [-0.739693, 1.365898, -3.894336], [0.346759, 1.769414, -2.719006], [2.425479, -2.019048, -1.084486], [1.611514, -2.501091, -2.633052], [2.897584, -1.286171, -2.626981], [0.125778, 0.779458, -0.476240], [1.365294, -0.503765, 0.202295], [1.394113, 1.398810, 1.249129], [-2.009949, -0.692771, 4.339966], [-2.993953, 0.929133, 2.319657], [-0.378754, 1.103311, -2.972473], [1.393513, 0.875375, 2.117131], [-0.101274, -0.004175, 3.611977], [-0.988652, 1.049683, 1.812096]],
  "forces_ev_per_a": [[-0.0825, 0.5176, 0.1754], [-0.0593, -0.7062, -0.2241], [0.5716, -0.0172, -0.8912], [0.1314, -0.3420, 0.5812], [-0.0100, -0.1086, 0.4297], [2.9010, 1.3545, -2.7615], [2.6798, 0.3621, 1.1229], [-0.2935, 0.8494, -2.7723], [-0.0992, -0.1993, -0.0758], [0.4738, -0.0359, -0.2923], [-0.0474, 0.1743, 0.0681], [-0.1777, 0.1966, 0.3750], [0.1183, 0.0018, 0.4948], [-0.1341, -0.0412, -0.1149], [-0.2718, 0.0016, -0.6419], [0.1888, 0.0135, 0.1906], [-0.4485, 0.0840, 0.0942], [0.0866, -0.4490, 0.0688], [-0.2529, 0.5097, -0.3528], [-0.1426, 0.0500, -0.2670], [0.2799, -0.1348, 0.4250], [0.5100, -0.4175, 0.3329], [0.0092, 0.1446, -0.3494], [-1.8677, 0.0108, 1.1408], [-2.7121, -3.1759, 3.5551], [-1.3512, 1.3569, -0.3113]],
  "nbo_charge": [-0.600, -0.084, 0.038, -0.646, -0.460, 0.427, 0.039, 0.024, 0.201, 0.217, 0.207, 0.162, 0.358, 0.362, 0.218, 0.210, 0.219, 0.227, 0.203, 0.354, 0.210, 0.215, -0.832, -0.449, -0.396, -0.424],
  "e_lumo_ev": -1.62,
  "smiles": "C=C(C)[C@@H](C)N.N=C1N=CC=N1",
  "total_energy_ev": -14480.9476,
  "total_charge": 0,
  "largest_force_ev_per_a": 5.48
}